w | ORCA calculation (ωB97M-V/def2-TZVPD) on the ion C5H9N2 with charge +1.

Computed properties:
* HOMO energy: -14.11 eV
* charge: +1
* Kohn-Sham gap: 8.37 eV

Bonds (Å) are listed after each position.
Positions of all 16 atoms, in Å:
1 C -1.973 0.587 -0.062  N6 1.270, N7 1.534
2 C 0.051 2.215 -0.046  N7 1.315, H8 1.061, H9 1.046
3 C -0.617 -1.269 0.243  C4 1.559, N6 1.436, H10 1.091, H11 1.078
4 C 0.358 -0.080 0.497  C3 1.559, C5 1.541, N7 1.474, H12 1.073
5 C 1.590 -0.438 -0.356  C4 1.541, H13 1.185, H14 1.058, H15 1.081
6 N -1.904 -0.680 0.002  C1 1.270, C3 1.436, H16 1.021
7 N -0.511 1.032 0.072  C1 1.534, C2 1.315, C4 1.474
8 H -0.635 3.009 -0.206  C2 1.061
9 H 1.058 2.151 -0.322  C2 1.046
10 H -0.224 -1.816 -0.616  C3 1.091
11 H -0.786 -1.954 1.058  C3 1.078
12 H 0.504 0.087 1.547  C4 1.073
13 H 2.332 0.458 -0.581  C5 1.185
14 H 1.240 -0.785 -1.292  C5 1.058
15 H 2.242 -1.235 -0.030  C5 1.081
16 H -2.722 -1.284 0.092  N6 1.021

***

x | ORCA calculation (ωB97M-V/def2-TZVPD) on a cluster of 2 separate species, C5H9N2 in total.

Computed properties:
* HOMO energy (spin up / spin down): -13.15 / -13.15 eV
* charge: +1
* Kohn-Sham gap (spin up / spin down): 7.98 / 7.98 eV

Bonds (Å) are listed after each position.
Positions of all 16 atoms, in Å:
1 C 2.767 0.220 0.593  C3 1.286, H8 1.102, H9 1.076
2 C 0.207 -1.701 -0.880  C4 1.267, H10 1.014, H11 1.055
3 C 1.632 0.774 0.344  C1 1.286, H12 1.108
4 C -0.208 -0.711 -0.209  C2 1.267, C5 1.344
5 C -1.339 -0.005 -0.038  C4 1.344, N6 1.344, N7 1.373
6 N -1.983 0.152 1.130  C5 1.344, H13 1.046, H14 1.046
7 N -1.623 0.880 -1.050  C5 1.373, H15 1.013, H16 1.018
8 H 3.431 0.855 1.201  C1 1.102
9 H 3.267 -0.709 0.380  C1 1.076
10 H -0.569 -2.316 -1.098  C2 1.014
11 H 1.211 -1.984 -1.041  C2 1.055
12 H 1.253 1.794 0.553  C3 1.108
13 H -1.706 -0.326 2.020  N6 1.046
14 H -2.660 0.947 1.184  N6 1.046
15 H -1.356 0.516 -1.957  N7 1.013
16 H -2.324 1.613 -1.133  N7 1.018

***

y | ORCA calculation (ωB97M-V/def2-TZVPD) on the ion C5H9N2 with charge +1.

Computed properties:
* HOMO energy: -14.04 eV
* charge: +1
* Kohn-Sham gap: 9.51 eV

Bonds (Å) are listed after each position.
Positions of all 16 atoms, in Å:
1 C 0.104 1.215 -0.937  C3 1.555, C4 1.695, N6 1.303, H8 1.006
2 C -1.473 -0.600 -0.155  C3 1.574, N7 1.411, H9 1.032, H10 1.144
3 C -0.071 -0.324 -0.815  C1 1.555, C2 1.574, C4 1.515, H11 1.107
4 C 0.992 0.225 0.114  C1 1.695, C3 1.515, C5 1.484, N6 1.383
5 C 2.205 -0.489 0.584  C4 1.484, H12 1.163, H13 1.040, H14 1.122
6 N 0.433 1.477 0.297  C1 1.303, C4 1.383
7 N -1.946 0.400 0.722  C2 1.411, H15 1.017, H16 1.000
8 H 0.109 1.891 -1.682  C1 1.006
9 H -2.048 -0.468 -1.002  C2 1.032
10 H -1.311 -1.656 0.253  C2 1.144
11 H 0.183 -1.057 -1.605  C3 1.107
12 H 3.152 -0.326 -0.071  C5 1.163
13 H 1.996 -1.508 0.608  C5 1.040
14 H 2.397 0.130 1.499  C5 1.122
15 H -2.813 0.874 0.484  N7 1.017
16 H -1.909 0.219 1.706  N7 1.000

***

z | ORCA calculation (ωB97M-V/def2-TZVPD) on a cluster of 2 separate species, C5H9N2 in total.

Computed properties:
* HOMO energy: -15.37 eV
* charge: +1
* Kohn-Sham gap: 10.70 eV

Bonds (Å) are listed after each position.
Positions of all 16 atoms, in Å:
1 C 0.846 2.420 1.680  N6 1.153, H8 1.044
2 C 2.098 -1.090 1.056  N7 1.255, H9 1.120, H10 1.155
3 C 0.460 -0.362 -0.691  C5 1.473, N7 1.267, H11 1.203
4 C -1.992 -0.221 -1.530  C5 1.529, H12 1.169, H13 1.193, H14 1.114
5 C -0.982 -0.459 -0.407  C3 1.473, C4 1.529, H15 1.201, H16 1.198
6 N 1.206 1.335 1.534  C1 1.153
7 N 1.250 -0.600 0.271  C2 1.255, C3 1.267
8 H 0.473 3.395 1.684  C1 1.044
9 H 2.437 -0.690 2.046  C2 1.120
10 H 2.426 -2.196 0.999  C2 1.155
11 H 0.854 0.039 -1.754  C3 1.203
12 H -1.975 -1.061 -2.344  C4 1.169
13 H -1.631 0.809 -2.012  C4 1.193
14 H -3.009 -0.160 -1.079  C4 1.114
15 H -1.251 -1.512 0.103  C5 1.201
16 H -1.209 0.353 0.444  C5 1.198

***

Which one is the least stable? From the structures above, x.